13
Properties=species:S:1:pos:R:3:forces:R:3:mulliken_charge:R:1 method="wB97M-V/def2-TZVPD" e_homo_ev="-21.3 / -21.3" charge=+2 energy_ev=-10255.2357 e_above_lowest_kj_mol=208.75 multiplicity=1
C -0.616 0.728 0.054 -0.162 -0.069 0.739 -0.609
C 0.927 0.688 0.274 -1.229 2.353 2.708 -0.292
C -0.290 -1.787 0.009 1.876 1.912 0.479 -0.275
N -1.262 -0.678 0.139 1.906 0.564 0.051 0.652
N 1.451 -0.606 0.068 -5.558 -2.848 -0.862 0.459
O -2.408 -0.847 0.118 -0.579 0.016 0.169 -0.166
O 2.434 -1.127 -0.014 2.765 -0.059 -0.073 -0.125
H -1.171 1.520 0.666 0.687 -1.336 -0.560 0.431
H -0.799 0.913 -0.955 -0.575 0.665 -2.005 0.374
H 1.505 1.496 -0.247 -0.379 -0.570 0.547 0.452
H 0.866 0.824 1.426 1.469 -0.103 -1.354 0.366
H 0.015 -2.232 0.945 -0.470 -0.455 0.280 0.351
H -0.436 -2.372 -0.896 0.249 -0.069 -0.117 0.381